Formula: C4H7ClN2
Source: the OMol25 dataset
Level of theory: the ωB97M-V functional and the def2-TZVPD basis

Geometry (Å):
1 Cl -2.331 1.182 0.042
2 N 0.304 0.209 -0.204
3 C -1.201 -1.441 -0.233
4 H 1.062 -0.844 1.515
5 H 1.941 1.505 -0.123
6 N -0.214 -2.013 0.183
7 H 0.752 1.716 1.410
8 C -0.977 0.049 -0.659
9 C 0.850 -1.034 0.343
10 H -2.145 -2.088 -0.311
11 H 0.548 2.297 -0.319
12 C 0.943 1.480 0.254
13 H 1.758 -1.226 -0.172
14 H -1.292 0.211 -1.725

Force components x, y, z for each atom (eV/Å):
0.4235 -0.2899 0.4492
1.5782 1.7047 0.4698
-4.4029 0.7544 -1.9817
-0.2662 -0.8199 -2.4298
1.1808 -0.3776 0.7027
3.8581 -1.2583 1.8750
0.7780 -0.7107 -2.4711
-2.2164 -1.1983 -0.3857
-1.0020 1.5856 2.7851
1.0287 1.6038 -0.2746
-0.8555 0.4164 -0.0500
-1.9227 -0.5404 0.8459
0.8319 -0.7996 -0.2593
0.9865 -0.0702 0.7245

Calculated values
Energy relative to the best compared isomer or geometry (same formula, charge and spin) = 222.1 kJ/mol
Highest occupied orbital energy = -9.019 eV
HOMO-LUMO gap = 0.3599 Ha
SMILES = CN1CN=C[C@H]1Cl

These are the Löwdin partial charges, in e, on atoms 1 to 5: number 1, Cl, carries 0.443; number 2, N, carries -0.220; number 3, C, carries -0.183; number 4, H, carries 0.163; number 5, H, carries 0.064

***

Formula: C4H7ClN2
Source: the OMol25 dataset
Level of theory: the ωB97M-V functional and the def2-TZVPD basis

Geometry (Å):
1 C -0.303 -0.355 -1.193
2 H 0.436 2.592 1.001
3 H 1.881 0.323 -2.110
4 Cl -0.788 -0.409 -2.821
5 N 0.346 1.454 0.831
6 H -0.674 -0.403 2.057
7 C -0.263 -1.185 1.151
8 H -0.236 -2.224 1.713
9 H -0.609 1.603 0.211
10 C 1.031 0.454 -1.302
11 H -1.925 -1.352 -0.327
12 N 1.324 1.245 -0.264
13 C -0.952 -0.941 -0.189
14 H 0.733 -0.802 1.241

Force components x, y, z for each atom (eV/Å):
2.4141 1.0068 -1.1924
0.4715 -3.6502 -0.1683
-2.2460 0.1372 1.6844
-1.5833 -0.3071 -1.4437
-1.8048 4.7230 -3.8993
0.3603 -2.2000 -2.4966
-1.3687 1.0777 4.0948
-0.6378 1.7578 -1.8865
2.2319 -1.1521 2.1697
0.4201 0.3875 4.8311
-0.4772 -0.3196 -0.3506
-0.4315 -0.7883 -1.9635
1.9219 -0.4986 1.4124
0.7297 -0.1742 -0.7915

Calculated values
Energy relative to the best compared isomer or geometry (same formula, charge and spin) = 464.2 kJ/mol
Highest occupied orbital energy = -9.297 eV
HOMO-LUMO gap = 0.3565 Ha
SMILES = C/C=C(Cl)\C=N/N

These are the Löwdin partial charges, in e, on atoms 1 to 5: number 1, C, carries -0.731; number 2, H, carries 0.135; number 3, H, carries 0.136; number 4, Cl, carries 0.678; number 5, N, carries -0.080

***

no.,LUMO level (eV)
1,0.77
2,0.40